Record 1
Formula: C25H55BrClF5N11O6P2S
Source: the OMol25 dataset
Level of theory: ωB97M-V/def2-TZVPD

Geometry as XYZ:
```
107
Properties=species:S:1:pos:R:3:forces:R:3
C -1.8055 3.2403 -3.7761 -0.4 -0.2 -0.2
C -2.7797 1.9669 -3.9749 0.0 -0.5 1.1
C -1.9863 0.5665 -3.8952 1.0 0.6 -4.0
O -1.2989 0.2682 -4.9021 -2.0 0.2 4.1
O -2.1098 -0.2912 -2.7517 1.1 1.6 -0.7
C -0.9976 -0.0215 -1.8619 1.2 0.6 0.9
C 0.1737 -1.1436 -2.0068 -2.1 -0.6 -0.4
N 1.4753 -0.5330 -2.5052 -1.6 -0.8 1.5
Br 1.8144 -0.9063 -4.2730 0.4 0.3 0.1
C 2.1467 0.1401 -1.5953 -0.4 -0.1 1.2
N 1.6742 0.2255 -0.2124 4.3 2.1 -1.7
C 2.7060 0.9750 0.4428 -1.3 -2.3 -5.0
C 2.6769 1.2969 1.9914 -0.2 -0.1 0.1
N 1.8959 0.2486 2.7514 1.3 -0.1 -0.4
N 3.6942 1.2860 -0.5712 -0.4 1.2 5.7
C 4.8479 2.0259 -0.0044 1.8 1.4 0.6
C 4.5066 3.5684 0.4085 0.6 -0.2 -0.4
C 5.2469 4.6469 -0.5034 -0.3 1.1 0.7
Cl 5.2073 3.7898 2.1240 -0.5 -0.2 -1.0
N 3.3875 0.8365 -1.8552 -2.0 -0.8 2.3
S 4.4732 1.2258 -3.0541 3.6 6.5 -5.9
O 4.9250 2.6806 -3.0080 -1.7 -4.3 2.3
O 4.2077 1.0246 -4.4972 -0.8 -1.8 3.6
C 6.0677 0.2540 -2.7057 1.5 -2.1 0.6
F 7.1998 1.0702 -2.6857 -3.0 -1.7 0.4
F 5.9304 -0.5052 -1.4985 0.3 2.1 -2.4
C 6.3059 -0.8658 -3.8601 1.7 -1.8 -0.3
F 6.7836 -0.3290 -5.0525 -1.7 -1.2 2.8
F 5.1875 -1.7033 -4.0177 2.5 2.3 0.1
F 7.3471 -1.6964 -3.3553 -2.4 1.9 -1.2
H -1.5609 3.4027 -2.6778 -0.4 -0.1 -1.4
H -0.8395 3.1606 -4.3821 -1.4 -0.1 0.8
H -2.3758 4.1360 -4.1979 0.8 -1.1 0.9
H -3.2824 2.0991 -4.9851 0.9 -0.7 1.2
H -3.5976 1.9139 -3.1853 1.1 0.5 -0.9
H -1.3282 0.0336 -0.7625 0.1 -0.3 -1.8
H -0.5694 1.0239 -2.1021 -0.5 -1.6 0.4
H 0.3120 -1.7639 -1.0629 0.2 1.2 -1.1
H -0.2600 -1.8818 -2.7788 1.2 1.3 0.9
H 2.0862 2.2802 2.1125 1.2 -1.3 -0.3
H 3.7035 1.3730 2.4822 -1.1 0.4 -1.4
H 2.2430 0.3597 3.7257 -0.6 -0.1 -0.8
H 2.2507 -0.6944 2.4860 -0.4 0.7 0.1
H 5.7735 2.0909 -0.6600 -1.5 -0.3 0.5
H 5.1896 1.4980 0.9606 -0.7 0.6 -1.7
H 3.3829 3.7303 0.5209 1.6 -0.1 -0.3
H 4.7730 4.7985 -1.5315 0.7 -0.6 1.4
H 6.3836 4.4721 -0.5581 -1.9 -0.1 -0.1
H 5.1339 5.6591 0.0386 0.1 -1.6 -0.8
O 2.3331 -3.6394 1.6521 2.0 -1.3 -3.8
P 2.8279 -5.0538 2.0093 -3.8 1.4 7.9
N 1.2339 -5.6076 2.4155 -0.9 -0.5 -0.6
C 0.8621 -6.5980 3.4161 0.3 -0.4 0.1
C 0.3239 -5.7113 1.2702 0.0 0.6 -0.2
N 3.6067 -4.4998 3.4617 0.7 0.6 0.2
C 3.2889 -4.9694 4.8006 0.4 -0.7 0.1
C 3.9122 -3.0718 3.5525 0.0 0.0 -0.5
N 3.4719 -6.6767 2.3339 2.1 0.8 -3.0
C 4.9538 -6.7061 2.4766 0.5 0.0 0.5
C 3.2027 -7.6251 1.2247 -0.7 -0.5 -0.1
H 1.1341 -7.6228 3.1400 0.0 -0.1 0.0
H -0.2205 -6.5924 3.5797 0.1 0.2 -0.3
H 1.2780 -6.3942 4.3964 0.3 0.1 -0.1
H 0.5784 -6.5459 0.6113 -0.2 -0.2 -0.1
H 0.3480 -4.7979 0.6687 0.1 -0.1 0.1
H -0.7140 -5.8437 1.5871 0.2 0.0 0.2
H 2.3186 -4.5959 5.1440 -0.1 0.0 0.0
H 4.0459 -4.6337 5.5186 0.0 0.2 -0.2
H 3.3159 -6.0579 4.8710 -0.2 0.0 -0.2
H 3.0139 -2.4872 3.7917 0.0 0.1 0.0
H 4.3351 -2.7000 2.6158 -0.2 0.0 0.1
H 4.6634 -2.8715 4.3207 -0.1 -0.3 0.1
H 5.4448 -6.2881 1.5916 0.1 -0.2 0.1
H 5.3059 -7.7319 2.6198 -0.3 0.0 -0.2
H 5.3098 -6.1622 3.3491 -0.3 0.2 -0.1
H 3.5342 -7.2198 0.2642 0.1 -0.2 0.0
H 2.1454 -7.8745 1.1444 -0.1 0.3 0.1
H 3.7086 -8.5796 1.3912 0.1 0.3 0.1
O -4.7508 3.1285 -1.2197 -1.0 -4.4 -0.7
P -6.1005 3.0096 -0.4899 1.0 8.7 1.6
N -6.8375 4.2438 -1.4632 -0.6 0.0 -1.1
C -7.8728 5.1890 -1.0705 -0.4 -0.1 0.3
C -7.0347 3.8647 -2.8661 0.6 -0.1 -0.2
N -5.4755 3.7514 0.9523 0.6 -0.3 0.6
C -5.9937 4.9754 1.5407 -0.7 -0.3 0.4
C -4.0202 3.7545 1.1309 0.0 -0.4 -0.4
N -7.6421 2.7608 0.3564 1.0 -3.6 -0.2
C -7.5027 1.9897 1.6222 0.0 0.1 0.7
C -8.6041 1.9619 -0.4425 -0.5 0.3 -0.6
H -8.8571 4.7280 -0.9322 -0.1 0.0 0.0
H -7.9931 5.9667 -1.8319 0.2 -0.3 -0.2
H -7.6313 5.7390 -0.1678 0.1 -0.3 0.1
H -7.8286 3.1230 -2.9887 -0.2 0.0 -0.2
H -6.1193 3.4397 -3.2881 0.0 0.0 0.2
H -7.2884 4.7275 -3.4879 0.0 0.0 0.2
H -5.7376 5.8559 0.9422 0.0 0.1 0.0
H -5.5818 5.1268 2.5452 0.2 -0.1 -0.1
H -7.0729 4.9312 1.6968 0.0 0.0 -0.3
H -3.5428 4.5246 0.5118 0.1 -0.1 0.0
H -3.5903 2.7830 0.8763 -0.1 0.2 -0.1
H -3.7492 3.9395 2.1736 -0.3 0.1 0.1
H -7.0223 1.0217 1.4449 -0.2 0.0 0.1
H -8.4827 1.8157 2.0762 -0.1 0.0 -0.4
H -6.9300 2.5168 2.3825 0.1 0.1 -0.4
H -8.1541 1.0275 -0.7909 -0.2 -0.1 0.1
H -8.9724 2.5086 -1.3097 0.3 0.1 0.0
H -9.4960 1.7202 0.1416 0.3 0.1 0.1
```
Positions in Å, forces in eV/Å.

The multiplicity is 1. As for the total charge: +1. For the energy, the calculation gives -6653.05432 hartree. For the HOMO energy, the calculation gives -9.8 eV. For the HOMO-LUMO gap, the calculation gives 5.88 eV.

Mulliken population analysis, charges in e, atoms 1 to 99: C -1.0244; C 0.0643; C 0.4536; O -0.5360; O -0.4296; C -0.0828; C -0.6456; N -0.0282; Br 0.1502; C 0.2896; N -0.3126; C 0.0334; C -0.1349; N -0.6563; N 0.3847; C -1.2416; C 0.4335; C -1.1921; Cl -0.1708; N 0.1358; S 0.8940; O -0.5801; O -0.5732; C 0.6248; F -0.2076; F -0.2368; C 0.5679; F -0.1878; F -0.1757; F -0.2366; H 0.2128; H 0.3005; H 0.3545; H 0.3692; H 0.0112; H 0.3818; H 0.1386; H 0.2188; H 0.3963; H 0.1670; H 0.3506; H 0.3238; H 0.1806; H 0.3177; H 0.6324; H 0.2677; H 0.2664; H 0.3212; H 0.4018; O -0.6948; P 0.7322; N 0.0647; C -0.7736; C -0.8337; N 0.1587; C -1.2509; C -0.9238; N -0.0747; C -1.0088; C -1.0958; H 0.2817; H 0.4027; H 0.1819; H 0.2698; H 0.0569; H 0.3949; H 0.3276; H 0.4165; H 0.3865; H 0.2515; H 0.2565; H 0.3504; H 0.3719; H 0.3951; H 0.3078; H 0.3797; H 0.2537; H 0.4159; O -0.7248; P 0.7946; N 0.0887; C -0.7728; C -0.8083; N 0.1802; C -1.3015; C -0.9387; N -0.0894; C -1.0369; C -1.0869; H 0.2815; H 0.3954; H 0.1763; H 0.2746; H 0.0450; H 0.3896; H 0.3177; H 0.4470; H 0.3880; H 0.3081

=====

Record 2
Formula: C6H8OS
Source: the OMol25 dataset
Level of theory: ωB97M-V/def2-TZVPD

Geometry as XYZ:
```
16
Properties=species:S:1:pos:R:3:forces:R:3
S -2.5817 0.0073 -0.0047 1.0 -0.2 0.1
C -0.9428 -0.0088 -0.0638 0.0 -0.8 -0.5
C -0.1314 1.2593 -0.2172 -1.5 1.0 -0.2
C 1.2382 1.3468 0.4222 0.8 0.4 0.5
C 2.3325 0.5348 -0.1978 -1.2 -1.1 -0.2
C 2.1126 -0.7773 -0.2868 2.0 0.3 -1.3
C 1.0077 -1.3465 0.4660 -1.6 0.7 1.4
O -0.2577 -1.1835 -0.2335 -1.1 0.3 0.3
H -0.7957 2.0989 0.2193 1.1 -1.2 -1.1
H -0.0681 1.3298 -1.3427 0.0 0.4 1.0
H 1.5720 2.3601 0.4044 -0.1 1.0 0.0
H 1.1229 1.1011 1.4730 0.1 0.0 0.3
H 3.1735 0.9804 -0.6885 0.2 0.4 -0.2
H 2.7280 -1.3535 -1.0192 -0.5 0.1 1.1
H 1.0841 -2.3899 0.6981 0.0 -0.6 -0.2
H 0.8520 -0.8264 1.4626 0.5 -0.7 -1.0
```
Positions in Å, forces in eV/Å.

The multiplicity is 1. As for the relative energy (zero: lowest compared OMol25 entry of this formula, charge and spin): 1.686 eV. As for the total charge: 0. For the energy, the calculation gives -706.78420 hartree. For the HOMO energy, the calculation gives -8.6 eV. For the HOMO-LUMO gap, the calculation gives 8.90 eV.

Computed natural (NBO) charges, given in elementary charges: S -0.0266; C 0.2444; C -0.5072; C -0.4706; C -0.1377; C -0.2341; C -0.1199; O -0.5212; H 0.2498; H 0.2461; H 0.2269; H 0.2189; H 0.2119; H 0.2182; H 0.2156; H 0.1854

=====

Record 3
Formula: CH9O3S
Source: the OMol25 dataset
Level of theory: ωB97M-V/def2-TZVPD

Geometry as XYZ:
```
14
Properties=species:S:1:pos:R:3:forces:R:3
C -1.2937 -0.2114 -1.5843 0.2 0.9 -1.1
S -0.4891 1.3751 -1.1170 0.5 -0.2 0.1
H -0.7651 -0.7182 -2.4002 0.3 -0.1 0.3
H -1.4155 -0.8943 -0.7552 -0.3 -0.1 0.1
H -2.2176 0.1088 -2.0765 -0.4 -0.5 0.5
H -0.8542 -0.8265 2.6149 0.4 -0.5 0.7
H -1.3925 0.1284 1.7614 -0.6 0.6 0.3
O -1.6492 -0.2953 2.6049 0.0 0.0 -0.9
H 0.8523 1.4634 2.2629 -0.1 -0.6 -1.0
H 0.9463 0.6432 0.8558 -0.4 0.7 0.2
O 0.7842 0.5962 1.8207 0.7 -0.2 0.7
H 2.0844 -0.8014 -1.8529 0.2 -0.6 1.0
H 2.7686 0.1938 -1.0976 0.1 0.2 0.7
O 2.6409 -0.7618 -1.0368 -0.5 0.4 -1.6
```
Positions in Å, forces in eV/Å.

The multiplicity is 1. As for the relative energy (zero: lowest compared OMol25 entry of this formula, charge and spin): 1.133 eV. As for the total charge: -1. For the energy, the calculation gives -667.42803 hartree. For the HOMO energy, the calculation gives -2.8 eV. For the HOMO-LUMO gap, the calculation gives 6.72 eV.

Computed natural (NBO) charges, given in elementary charges: C -0.7374; S -0.7541; H 0.1640; H 0.1814; H 0.1862; H 0.4673; H 0.4949; O -0.9677; H 0.4706; H 0.5134; O -1.0116; H 0.4705; H 0.4682; O -0.9456

=====

Record 4
Formula: C5H7NO
Source: the OMol25 dataset
Level of theory: ωB97M-V/def2-TZVPD

Geometry as XYZ:
```
14
Properties=species:S:1:pos:R:3:forces:R:3
C 1.0303 1.7677 -0.6161 -0.1 -0.2 -0.1
C 0.6652 0.6382 -1.1561 0.0 0.1 0.0
C 0.2233 -0.5086 -1.6171 0.1 0.2 0.1
C 0.2639 -1.7311 -0.7660 0.2 0.0 0.3
O 1.0566 -1.9077 0.1317 -0.3 0.0 -0.4
H 0.3034 2.3659 -0.0662 0.1 -0.1 -0.1
H 2.0501 2.1399 -0.6794 -0.2 -0.1 -0.1
H -0.2486 -0.5783 -2.5961 0.1 0.0 0.2
H -0.4989 -2.4955 -1.0153 0.1 0.1 0.0
C -0.5992 0.0780 1.8138 -0.1 -0.1 -0.2
N -1.5163 -0.4174 1.0902 0.1 0.3 0.3
H 0.4057 -0.3470 1.7432 -0.2 0.0 0.0
H -0.7332 0.9245 2.5006 -0.1 -0.1 -0.1
H -2.4024 0.0714 1.2326 0.1 0.0 0.0
```
Positions in Å, forces in eV/Å.

The multiplicity is 1. As for the relative energy (zero: lowest compared OMol25 entry of this formula, charge and spin): 3.192 eV. As for the total charge: 0. For the energy, the calculation gives -324.60718 hartree. For the HOMO energy, the calculation gives -9.7 eV. For the HOMO-LUMO gap, the calculation gives 10.30 eV.

Computed natural (NBO) charges, given in elementary charges: C -0.5001; C 0.1968; C -0.4250; C 0.4331; O -0.5413; H 0.2302; H 0.2367; H 0.2372; H 0.1246; C -0.0438; N -0.6167; H 0.1890; H 0.1457; H 0.3336